# 1
Below is a structure of composition CH4Cl4N3P3 in a non-equilibrium geometry, with properties calculated with ωB97M-V/def2-TZVPD.

The geometry in XYZ format:
```
15
Properties=species:S:1:pos:R:3:forces:R:3:lowdin_charge:R:1
C -0.121654 -0.415326 -0.344604 -2.55 -2.05 -1.75 -0.2513
N -0.539551 2.266465 -0.647043 0.83 6.15 -1.33 -0.3752
N 2.019729 1.227857 -0.021167 -0.32 1.02 -1.03 -0.4160
N 1.961582 4.029198 -0.622720 0.53 -2.96 -0.68 -0.4866
P 0.341486 1.207635 0.041769 2.52 -0.14 1.77 0.3641
P 0.381005 4.047567 -0.535457 0.44 -6.68 -2.06 -0.2962
P 2.761730 2.491932 -0.597177 -2.81 2.16 0.56 -0.2688
Cl 0.001736 4.901372 1.073290 -1.43 1.75 3.45 0.4427
Cl -0.481495 5.106538 -1.897796 -0.66 0.64 -1.09 0.3857
Cl 3.514008 2.198738 -2.405158 0.29 -0.13 -0.61 0.3250
Cl 4.318309 2.984806 0.477261 1.02 -0.12 0.55 0.3656
H -0.592866 -0.496974 -1.408190 1.42 0.30 1.53 0.0865
H 0.855157 -0.916931 -0.257685 -0.76 -0.57 -0.07 0.0387
H -1.002334 -0.856079 0.255292 1.82 0.76 -0.31 0.0797
H 0.238335 1.259580 1.403671 -0.34 -0.12 1.09 0.0060
```
Forces are in eV/Å.

## Properties
F_max: 7.00 eV/A
E: -3069.70826 hartree
Multiplicity: 1
LUMO level: 0.49 eV
Energy above the lowest of the compared OMol25 structures with the same formula, charge and spin: 0.593 eV
HOMO energy: -9.49 eV
Total charge: 0

---

# 2
Below is a structure of composition C37H41N8SbSeSr in a non-equilibrium geometry, with properties calculated with ωB97M-V/def2-TZVPD.

The geometry in XYZ format:
```
89
Properties=species:S:1:pos:R:3:forces:R:3:lowdin_charge:R:1
Sr 0.777845 -0.095644 0.548932 -2.68 6.51 -3.89 1.2386
C 1.242833 -0.859079 2.765771 0.92 -1.12 0.86 -0.3653
C 2.505542 -1.410638 1.904030 0.51 -0.39 0.62 -0.1918
C 2.867103 -1.442241 0.298472 1.31 -0.26 0.37 -0.3445
N 2.845360 -0.135214 -0.291657 1.32 -0.36 -0.24 -0.2246
C 3.873997 0.686038 -0.364248 -0.16 0.10 0.18 -0.2494
C 5.216575 0.318202 -0.233324 0.13 0.05 -0.01 -0.0348
C 6.390923 1.053775 -0.418370 -0.02 -0.14 0.03 -0.1063
C 6.583923 2.346543 -0.837813 -0.13 0.12 -0.04 -0.1286
C 5.565715 3.274707 -1.112558 0.15 -0.03 0.03 -0.0991
C 4.212617 3.187395 -0.936261 -0.11 -0.05 -0.03 -0.0362
C 3.396234 2.111439 -0.442177 0.08 0.11 -0.01 -0.2581
N 2.165966 2.269246 -0.053558 -0.19 -0.05 0.30 -0.0132
C 1.598695 3.598286 0.070685 0.01 -0.01 -0.17 -0.2552
C 0.374175 3.551473 0.980439 -0.01 -0.01 0.06 -0.1700
C -0.842087 2.822141 0.362797 -0.07 0.13 0.09 -0.2433
N -1.159314 1.590712 1.071303 0.13 -0.13 0.03 -0.0495
C -2.085213 1.557595 1.974220 0.02 0.02 0.06 -0.2249
C -2.731190 2.759293 2.456219 0.03 -0.03 0.00 -0.0258
C -3.881763 2.973375 3.156022 -0.08 -0.03 0.02 -0.0999
C -4.797210 2.053491 3.698835 0.07 0.10 -0.05 -0.1301
C -4.566871 0.709639 3.805708 0.02 -0.11 0.01 -0.1103
C -3.454919 -0.052259 3.421150 -0.08 -0.01 0.11 -0.0495
C -2.309185 0.237149 2.670595 0.07 0.04 -0.13 -0.2608
N -1.341990 -0.663364 2.514339 0.21 0.24 0.43 -0.1148
C -1.034574 -1.549341 3.633869 -0.06 -0.17 -0.16 -0.2308
C 0.524092 -1.860024 3.684393 -0.17 0.04 0.02 -0.1708
H 0.272948 -0.564940 2.292241 0.50 0.08 1.61 -0.0859
H 1.612755 -0.003413 3.333693 -0.11 0.08 -0.03 0.1222
H 2.706280 -2.411872 2.289031 -0.09 -0.09 -0.21 0.0942
H 3.357898 -0.820837 2.250091 -0.03 0.05 0.02 0.1066
H 2.305505 -2.122551 -0.363230 -0.21 0.06 0.52 0.0516
H 3.855421 -1.909438 0.342417 -0.02 -0.04 -0.01 0.1034
H 5.384792 -0.723011 0.016342 -0.02 -0.01 -0.01 0.0877
H 7.297094 0.481851 -0.240015 0.01 0.02 -0.01 0.1000
H 7.602596 2.683658 -0.977479 0.01 -0.02 0.01 0.0886
H 5.909458 4.234625 -1.487328 0.00 0.00 0.00 0.1007
H 3.662324 4.089739 -1.172877 0.00 0.00 -0.01 0.0873
H 1.295199 3.972325 -0.920789 0.00 0.05 0.03 0.1206
H 2.324385 4.322163 0.462217 0.02 -0.04 0.06 0.1121
H 0.106451 4.567440 1.281555 -0.03 0.01 -0.08 0.1065
H 0.656403 3.027851 1.899335 0.01 0.05 0.01 0.1098
H -0.601998 2.547972 -0.666829 0.03 -0.06 0.02 0.0797
H -1.698981 3.500529 0.305515 0.01 -0.03 -0.04 0.1037
H -2.187765 3.662378 2.208233 -0.02 0.00 0.00 0.0885
H -4.119375 4.020535 3.320556 -0.02 0.00 0.00 0.1009
H -5.709655 2.451456 4.123595 -0.01 -0.01 0.01 0.0887
H -5.343529 0.134132 4.301265 0.00 0.01 0.01 0.0985
H -3.511260 -1.092476 3.725801 0.00 0.01 0.00 0.0938
H -1.569351 -2.505802 3.590853 0.00 -0.02 0.02 0.0866
H -1.335559 -1.078891 4.575893 0.01 0.03 0.00 0.1128
H 0.718755 -2.885085 3.357885 -0.02 0.01 -0.05 0.0760
H 0.860033 -1.799657 4.719429 0.02 -0.03 -0.01 0.1068
Se -3.857837 -0.618320 -7.026586 0.08 0.00 0.09 1.1058
N -2.305245 0.141455 -6.568483 -0.10 -0.05 -0.04 -0.2250
C -2.176077 -0.007767 -5.279686 0.03 0.04 0.04 -0.3389
C -1.035290 0.491060 -4.517285 -0.03 -0.03 -0.03 -0.0897
C 0.057510 1.092216 -5.140843 0.01 0.06 0.00 0.0060
C 1.098333 1.539316 -4.362005 -0.08 -0.02 0.04 -0.0232
C 1.001901 1.390097 -2.978060 0.10 0.13 -0.11 -0.1020
N -0.031032 0.830454 -2.367972 0.22 -0.38 -0.01 0.1182
C -1.029968 0.356047 -3.125840 -0.02 0.07 0.12 -0.1459
C -2.124809 -0.364418 -2.431189 0.10 -0.08 -0.11 -0.1601
N -2.012661 -0.527051 -1.108670 0.05 -0.19 -0.07 0.1069
C -2.941083 -1.243631 -0.491503 -0.13 0.33 0.23 -0.1574
C -4.013331 -1.852773 -1.136956 -0.03 0.00 -0.05 -0.0226
C -4.137033 -1.684932 -2.497246 0.01 0.06 0.07 0.0109
C -3.182623 -0.916372 -3.162173 -0.04 -0.02 -0.03 -0.0887
C -3.245145 -0.702206 -4.604350 -0.03 0.01 0.03 -0.3387
N -4.233224 -1.111655 -5.350387 0.03 0.03 -0.11 -0.2256
H 0.062619 1.192630 -6.218126 0.00 -0.01 0.00 0.1177
H 1.976663 1.999106 -4.792421 0.00 0.00 -0.01 0.1108
H 1.801856 1.743131 -2.339608 -0.05 -0.03 0.07 0.0894
H -2.840462 -1.303132 0.587801 0.05 -0.04 -0.01 0.0764
H -4.724245 -2.435181 -0.567299 -0.01 0.01 -0.01 0.1127
H -4.951306 -2.121181 -3.060067 0.01 -0.02 -0.01 0.1179
C 1.229205 -4.369565 0.802092 -0.18 0.22 0.06 -0.2854
Sb -0.119712 -2.673192 0.479387 -1.30 -5.12 -0.24 1.3605
C -1.707373 -3.950996 1.238454 0.09 0.32 -0.28 -0.2771
C -0.196211 -3.206416 -1.622620 -0.15 -0.06 0.06 -0.2745
H 0.795371 -5.225914 0.285732 0.00 0.00 0.00 0.0108
H 1.301608 -4.604656 1.864032 0.03 0.02 -0.01 0.0033
H 2.225401 -4.182170 0.405285 0.01 0.00 0.01 0.0030
H -1.360488 -4.365161 2.184028 0.02 0.01 0.00 0.0047
H -1.868164 -4.765810 0.533086 -0.02 0.01 0.00 0.0094
H -2.636406 -3.410839 1.405636 0.00 0.00 0.01 -0.0055
H -0.974779 -3.953769 -1.779990 -0.01 0.02 0.00 0.0130
H 0.763027 -3.644298 -1.897358 0.02 0.03 0.00 0.0085
H -0.397094 -2.345479 -2.254024 0.02 0.02 -0.03 -0.0179
```
Forces are in eV/Å.

## Properties
F_max: 8.04 eV/A
E: -4544.77260 hartree
Multiplicity: 1
LUMO level: -0.83 eV
Energy above the lowest of the compared OMol25 structures with the same formula, charge and spin: 5.588 eV
HOMO energy: -6.51 eV
Total charge: 0

---

# 3
Below is a structure of composition C26H20MoN5O4S4Sb in a non-equilibrium geometry, with properties calculated with ωB97M-V/def2-TZVPD.

The geometry in XYZ format:
```
61
Properties=species:S:1:pos:R:3:forces:R:3:lowdin_charge:R:1
Mo 0.016656 0.209663 -0.052806 1.62 -1.85 0.13 1.3914
O -1.155858 1.459638 -3.901408 0.04 -0.05 0.00 -0.0205
C -0.918959 1.320641 -2.689853 -0.04 0.15 0.06 -0.5081
N 0.135902 0.767757 -2.097654 -0.21 0.04 -0.58 -0.1644
C 1.107514 0.151472 -2.985802 -0.07 0.06 0.19 -0.2049
C 1.251512 -1.283390 -2.607964 0.03 -0.02 0.06 -0.2526
C 1.644205 -2.247345 -3.528737 0.03 0.11 -0.03 -0.0214
C 1.691948 -3.568042 -3.140851 0.03 -0.10 -0.02 -0.0772
C 1.331414 -3.887368 -1.843294 0.01 -0.04 0.05 -0.0633
C 0.982369 -2.869016 -0.978611 0.10 -0.05 0.06 -0.1799
N 0.960667 -1.585300 -1.338623 -0.25 0.28 -0.36 -0.0151
C -1.876025 1.875742 -1.682076 0.04 0.07 -0.33 -0.1783
C -3.022764 2.552022 -2.065079 -0.06 0.04 -0.16 -0.0019
C -3.834657 3.098630 -1.092976 -0.07 0.04 -0.18 -0.0768
C -3.459269 2.960243 0.233395 0.11 -0.03 0.23 -0.0606
C -2.307817 2.260138 0.537245 -0.04 0.06 0.08 -0.0850
N -1.530269 1.713595 -0.405508 -0.16 0.05 0.09 0.0059
H 0.785110 0.254687 -4.018824 -0.06 -0.02 -0.09 0.1118
H 2.078020 0.631472 -2.850665 0.07 0.06 -0.01 0.0634
H 1.893367 -1.941681 -4.537551 -0.01 0.00 0.03 0.1104
H 1.997245 -4.339217 -3.839639 -0.02 0.02 0.02 0.0983
H 1.337277 -4.908717 -1.486120 0.01 0.04 0.00 0.0990
H 0.742477 -3.069032 0.053752 -0.02 0.01 0.05 0.0348
H -3.227143 2.621111 -3.125344 0.01 0.01 0.03 0.1128
H -4.742057 3.629972 -1.355885 0.02 -0.02 -0.02 0.0974
H -4.051077 3.381672 1.035690 0.03 -0.02 0.00 0.0990
H -1.983941 2.123633 1.557367 -0.02 0.01 0.01 0.1011
O -4.287891 -3.284861 0.845104 -0.04 -0.07 0.11 0.0369
C -4.252547 -3.191269 -0.492619 -0.06 -0.10 -0.04 -0.2836
C -5.164699 -3.947698 -1.231874 0.03 -0.01 0.06 -0.0349
C -5.164345 -3.887678 -2.612385 0.02 0.05 -0.07 -0.1127
C -4.254799 -3.077134 -3.285889 0.04 0.02 0.03 -0.1043
C -3.345140 -2.329970 -2.553229 -0.03 -0.04 -0.14 -0.0155
C -3.331875 -2.373822 -1.164029 0.07 0.08 0.08 -0.0651
C -2.355388 -1.531505 -0.424121 -0.15 -0.12 -0.27 -0.4285
O -1.473127 -0.906242 -1.083971 -0.27 0.08 -0.36 -0.1652
N -2.469174 -1.448016 0.867980 0.31 0.11 0.35 0.0652
N -1.493522 -0.575905 1.371548 -0.35 -0.24 -0.48 -0.1284
C -1.607764 -0.379761 2.629249 0.00 0.17 0.61 -0.1214
C -0.817692 0.545708 3.399199 -0.19 -0.18 0.01 -0.1993
C -0.961808 0.605182 4.790346 0.01 0.01 0.13 -0.0618
C -0.208820 1.480317 5.541350 0.00 -0.01 -0.04 -0.1175
C 0.707451 2.322358 4.891287 -0.04 -0.02 0.03 -0.0888
C 0.849324 2.296841 3.523899 0.05 0.06 0.14 -0.0023
C 0.082519 1.405247 2.756281 0.16 -0.15 -0.24 -0.3989
O 0.210106 1.415541 1.457437 -0.19 1.20 0.80 -0.4356
H -3.591399 -2.660939 1.195483 -0.09 0.06 0.02 0.0622
H -5.862075 -4.578827 -0.694597 0.01 0.02 0.00 0.1056
H -5.884192 -4.476759 -3.169950 0.02 0.00 0.00 0.0905
H -4.255107 -3.027343 -4.367847 0.00 0.00 0.03 0.0905
H -2.621551 -1.688674 -3.042124 -0.02 -0.01 0.00 0.1194
H -2.369531 -0.963533 3.141970 -0.03 0.07 0.08 0.1275
H -1.666971 -0.067382 5.270940 0.02 0.02 -0.01 0.1019
H -0.308503 1.502263 6.619804 0.01 0.01 -0.02 0.0830
H 1.331755 2.990499 5.474268 -0.02 -0.02 0.00 0.0958
H 1.572652 2.917007 3.010664 0.01 -0.07 -0.01 0.1170
S 4.689564 -1.783804 -0.194975 -0.04 -0.04 0.01 -0.3575
Sb 3.459233 -0.291602 1.032087 0.07 0.02 -0.18 -0.1916
S 1.341870 -1.252070 1.601040 -0.18 0.28 -0.09 0.1093
S 2.361389 1.257323 -0.404664 -0.21 -0.05 0.14 0.0433
S 4.489665 0.697226 2.812948 -0.05 0.01 0.01 -0.3505
```
Forces are in eV/Å.

## Properties
F_max: 2.46 eV/A
E: -3478.99944 hartree
Multiplicity: 1
LUMO level: 4.25 eV
Energy above the lowest of the compared OMol25 structures with the same formula, charge and spin: 0.205 eV
HOMO energy: -1.56 eV
Total charge: -2